Entry 1:
A molecular structure, C51H42BrN4O4SW, computed with ωB97M-V/def2-TZVPD.

Structure (ORCA input):
```
! RIJCOSX wB97M-V def2-TZVPD def2/J DEFGRID3
* xyz 1 1
W 0.1434 0.0599 1.1935
O -0.3909 -1.7136 0.9735
C -1.3322 -2.5672 0.3185
C -2.6823 -1.8669 0.4318
C -2.7597 -0.5538 -0.2896
C -3.9965 -0.1048 -0.7303
C -4.0691 1.0489 -1.4854
C -2.8870 1.6688 -1.8563
C -1.6862 1.1715 -1.3847
C -0.3835 1.7442 -1.8488
C 0.2989 2.5383 -0.7362
O 0.2914 1.6971 0.4060
C -0.4877 3.7980 -0.4063
C -0.6052 4.7889 -1.3778
C -1.3419 5.9335 -1.1251
C -1.9616 6.1023 0.1074
C -1.8318 5.1247 1.0795
C -1.0969 3.9709 0.8280
C 1.7635 2.8366 -1.0439
C 2.2739 2.7855 -2.3354
C 3.6157 3.0614 -2.5716
C 4.4563 3.3785 -1.5170
C 3.9483 3.4329 -0.2245
C 2.6088 3.1724 0.0113
N -1.6263 0.1259 -0.5367
C -1.4058 -3.8591 1.1329
C -1.4897 -3.7698 2.5207
C -1.6189 -4.9113 3.2928
C -1.6735 -6.1605 2.6876
C -1.6015 -6.2554 1.3079
C -1.4670 -5.1098 0.5325
C -0.8478 -2.8169 -1.1004
C -1.6718 -2.7263 -2.2134
C -1.1787 -3.0099 -3.4823
C 0.1423 -3.3921 -3.6482
C 0.9717 -3.4931 -2.5372
C 0.4779 -3.2079 -1.2758
H -2.8886 -1.7171 1.4934
H -3.4657 -2.5249 0.0516
H -4.8913 -0.6584 -0.4773
H -5.0296 1.4281 -1.8070
H -2.8791 2.5314 -2.5084
H -0.5562 2.3787 -2.7159
H 0.2675 0.9206 -2.1473
H -0.1019 4.6768 -2.3321
H -1.4238 6.6994 -1.8849
H -2.5310 6.9999 0.3093
H -2.2947 5.2590 2.0490
H -0.9910 3.2197 1.6003
H 1.6374 2.5391 -3.1757
H 3.9986 3.0313 -3.5836
H 5.5006 3.5952 -1.7004
H 4.5971 3.6881 0.6033
H 2.2152 3.2106 1.0193
H -1.4492 -2.7962 2.9968
H -1.6811 -4.8282 4.3707
H -1.7757 -7.0534 3.2898
H -1.6489 -7.2233 0.8267
H -1.4137 -5.2011 -0.5444
H -2.7102 -2.4376 -2.1115
H -1.8352 -2.9361 -4.3392
H 0.5225 -3.6214 -4.6349
H 2.0011 -3.8079 -2.6549
H 1.1211 -3.3019 -0.4083
O 5.7138 -0.4712 0.4674
C 4.3980 -0.4627 0.2100
C 3.8925 -0.6409 -1.0917
C 2.5376 -0.6149 -1.3076
N 1.7272 -0.4190 -0.2596
C 2.2037 -0.2325 0.9374
Br 1.1801 1.7196 3.0929
C 3.5328 -0.2563 1.2817
H 6.2258 -0.5881 -0.3414
H 4.5683 -0.7846 -1.9251
H 2.0951 -0.7527 -2.2848
H 3.8904 -0.0754 2.2843
N 0.6074 -1.9588 5.1194
C 1.4047 -2.8061 4.3862
C 1.4136 -2.2990 3.1292
N 0.6505 -1.1525 3.0982
C 0.1764 -0.9775 4.3118
H 0.4042 -2.0295 6.1018
H 1.8731 -3.6742 4.8118
H 1.8975 -2.6859 2.2505
H -0.4454 -0.1575 4.6252
C -9.7991 0.8860 -0.6499
C -8.4550 0.9500 0.0227
O -7.4177 0.6551 -0.5093
S -8.5539 1.4863 1.7347
C -6.8380 1.3477 2.1477
C -6.3710 0.1965 2.7703
C -5.0150 0.0371 3.0004
C -4.1188 1.0266 2.5944
C -4.6001 2.2049 2.0187
C -5.9550 2.3633 1.8007
C -2.7085 0.7868 2.5966
C -1.5593 0.5290 2.3081
H -9.6799 0.4598 -1.6424
H -10.2155 1.8911 -0.7281
H -10.4911 0.2856 -0.0596
H -7.0679 -0.5814 3.0520
H -4.6432 -0.8683 3.4626
H -3.8998 2.9692 1.7060
H -6.3304 3.2637 1.3322
*
```

Values from the calculation:
* LUMO energy: -3.23 eV
* energy above the lowest of the compared OMol25 structures with the same formula, charge and spin: 0.00 kJ/mol
* gap between HOMO and LUMO: 7.3663 eV

Entry 2:
A gas-phase ion, C4H8N3O (charge +1) at a distorted geometry, computed with ωB97M-V/def2-TZVPD.

Structure (ORCA input):
```
! RIJCOSX wB97M-V def2-TZVPD def2/J DEFGRID3
* xyz 1 1
C 0.9389 -2.3553 1.4705
N 0.5172 -1.3943 0.7762
C -0.9642 -1.1828 0.9135
O -1.5613 -1.9861 1.5678
C -1.4944 -0.0514 0.2364
C -0.8076 0.9699 -0.4075
N 0.5185 1.1395 -0.5433
N 0.8150 2.1906 -1.4972
H 0.0665 -2.8809 1.9929
H 2.0022 -2.6454 1.3042
H 1.2247 -0.8377 0.2133
H -2.5414 0.0214 0.2519
H -1.4000 1.5267 -1.0616
H 0.0775 2.1612 -2.1614
H 1.7308 2.1754 -2.0120
H 0.8777 3.1491 -1.0439
*
```

Values from the calculation:
* SMILES: C=[NH+]/C([O-])=C\C=N\[NH3+]
* LUMO energy (spin up / spin down): -4.47 / -4.47 eV
* energy above the lowest of the compared OMol25 structures with the same formula, charge and spin: 442.19 kJ/mol
* gap between HOMO and LUMO (spin up / spin down): 7.6325 / 7.6319 eV

Entry 3:
A molecular structure, C3H2AgNaO3 at a distorted geometry, computed with ωB97M-V/def2-TZVPD.

Structure (ORCA input):
```
! RIJCOSX wB97M-V def2-TZVPD def2/J DEFGRID3
* xyz 1 2
O 1.6190 -1.6412 0.1208
C 2.0148 -1.0559 -0.8189
C 2.1481 -0.1946 -1.7973
H 1.8050 -0.4771 -2.7936
H 2.8198 0.6542 -1.6614
C -1.8108 0.9993 0.6810
O -1.8804 0.1357 1.5925
O -2.5395 1.9548 0.4560
Na -3.8777 1.3131 2.2882
Ag -0.2983 -1.6882 1.9329
*
```

Values from the calculation:
* LUMO energy (spin up / spin down): -5.00 / -5.01 eV
* energy above the lowest of the compared OMol25 structures with the same formula, charge and spin: 0.00 kJ/mol
* gap between HOMO and LUMO (spin up / spin down): 6.1537 / 7.5985 eV

Entry 4:
2 unconnected molecules or ions with the total composition C7H13N2 at a distorted geometry, computed with ωB97M-V/def2-TZVPD.

Structure (ORCA input):
```
! RIJCOSX wB97M-V def2-TZVPD def2/J DEFGRID3
* xyz 1 1
C 1.3151 1.4544 0.6474
C 1.0365 0.0407 0.8213
C 0.3220 2.0063 -0.0419
C -2.2439 -0.7922 0.2140
C -2.0813 0.7785 -0.0145
C -0.9122 -1.4374 0.0731
C -0.5783 0.8721 -0.5324
N 2.6365 -0.9806 -0.6918
N -0.0276 -0.2671 0.0519
H 1.9979 2.0058 1.3498
H 1.6255 -0.6717 1.3358
H 0.2063 2.9661 -0.3392
H 3.2839 -0.8836 -1.5458
H -2.6654 -0.8248 1.1971
H -2.9331 -1.0743 -0.5313
H -2.6765 1.2756 -0.6928
H -2.0703 1.4381 0.8973
H -0.7994 -2.0802 0.9982
H -0.7434 -1.8526 -0.9915
H -0.5966 0.9019 -1.6827
H 3.3738 -0.8281 0.0267
H 2.5304 -2.0469 -0.5488
*
```

Values from the calculation:
* LUMO energy: -4.39 eV
* energy above the lowest of the compared OMol25 structures with the same formula, charge and spin: 241.63 kJ/mol
* gap between HOMO and LUMO: 9.7995 eV

Entry 5:
C2H7OPS in the gas phase at a distorted geometry, computed with ωB97M-V/def2-TZVPD.

Structure (ORCA input):
```
! RIJCOSX wB97M-V def2-TZVPD def2/J DEFGRID3
* xyz 0 3
C 1.0381 0.7811 -0.2396
C -0.1998 0.0096 0.4142
O 2.2629 0.2450 0.2106
P -1.8160 0.6613 0.0474
S 0.0073 -1.7481 -0.0605
H 0.9467 0.8158 -1.3905
H 0.9591 1.9142 0.0881
H -0.1844 -0.0437 1.5893
H 2.4400 -0.6132 -0.3769
H -2.6867 -0.3515 0.4586
H -1.6973 0.2928 -1.3611
H -1.0698 -1.9633 0.6203
*
```

Values from the calculation:
* LUMO energy (spin up / spin down): 0.72 / -2.96 eV
* energy above the lowest of the compared OMol25 structures with the same formula, charge and spin: 295.29 kJ/mol
* gap between HOMO and LUMO (spin up / spin down): 5.2695 / 6.6580 eV